# 1
This record from the OMol25 dataset describes a cluster of 4 separate species, C13H21O10 in total at a distorted geometry. The level of theory is ωB97M-V with the def2-TZVPD basis set.

Results
**Energy relative to the best compared isomer or geometry (same formula, charge and spin)**: 218.9 kJ/mol
**Total charge**: -1

Geometry as XYZ:
```
44
Properties=species:S:1:pos:R:3:forces:R:3:nbo_charge:R:1
O -1.451 5.214 9.028 -0.70 -0.29 -0.64 -0.57
O -1.406 4.942 6.823 3.88 -2.43 -1.53 -0.49
O -3.201 5.758 7.632 0.08 0.04 1.79 -0.50
O 0.916 -2.995 2.272 0.79 1.10 1.60 -0.50
O 4.220 -2.767 -8.015 -2.06 -0.59 2.21 -0.59
O 3.081 -2.972 1.424 -3.67 -0.45 0.27 -0.57
O 2.531 -1.846 -6.801 0.85 0.19 0.10 -0.48
O 3.036 2.814 -1.201 -1.91 -0.69 0.09 -1.00
O 2.719 -4.039 -6.820 -0.02 -0.22 -0.41 -0.49
O 1.259 -3.586 0.222 0.18 0.23 -0.59 -0.49
C -1.863 5.701 5.730 -1.72 -1.04 0.46 0.08
C 1.609 -2.299 -5.812 -1.40 1.23 -0.14 0.06
C -3.267 5.933 6.274 -0.35 2.04 -2.84 -0.10
C 1.727 2.252 -1.271 2.93 1.38 0.32 -0.24
C -1.878 4.853 4.467 0.58 -0.09 0.97 -0.63
C 0.274 -1.515 -6.013 0.76 -0.79 0.43 -0.62
C -0.416 -3.193 1.799 1.00 0.24 0.16 -0.09
C -0.789 -4.726 -0.189 -0.05 0.49 -0.41 -0.62
C 1.865 -3.137 1.329 2.64 -0.01 -0.17 0.98
C -0.154 -3.436 0.338 -0.60 -1.73 -1.05 0.05
C -1.933 5.261 7.934 -1.65 1.31 2.20 0.98
C 3.280 -2.882 -7.237 1.06 0.73 -2.40 0.97
C 1.482 -3.747 -6.154 0.25 -0.66 0.87 -0.10
H -0.446 -2.641 -0.348 -0.05 0.36 0.44 0.20
H -1.822 -4.832 0.145 -0.12 0.21 -0.15 0.21
H -0.749 -4.601 -1.271 -0.25 -0.62 -0.08 0.22
H -0.878 4.421 4.442 0.19 0.42 -1.20 0.25
H 1.469 -4.394 -5.278 -0.23 0.06 -0.03 0.20
H -2.501 3.964 4.571 -0.35 0.20 0.47 0.22
H 0.380 -0.463 -5.748 -0.03 -0.13 -0.10 0.24
H -3.455 6.957 5.953 -0.64 0.44 0.76 0.18
H 1.569 1.438 -0.564 0.07 -1.08 0.19 0.08
H -0.793 -4.044 2.366 -0.28 -0.08 -0.31 0.19
H -0.511 -1.973 -5.411 0.07 0.10 0.38 0.21
H 1.529 1.935 -2.294 -0.57 -0.48 -0.46 0.09
H -4.015 5.371 5.715 -0.06 -0.70 0.64 0.18
H -1.035 -2.312 1.967 0.19 0.01 0.19 0.20
H 0.929 2.922 -0.951 -0.61 0.84 -0.15 0.08
H -2.295 5.411 3.629 0.79 0.00 -0.23 0.23
H 0.561 -3.884 -6.723 0.40 -0.49 -0.68 0.18
H 2.029 -2.178 -4.813 0.06 0.36 -0.04 0.20
H -0.081 -1.647 -7.035 0.33 0.24 -0.17 0.21
H -1.254 6.603 5.781 -0.04 0.09 -0.85 0.19
H -0.274 -5.640 0.104 0.27 0.24 0.10 0.22
```
Positions in Å, forces in eV/Å.

---

# 2
This record from the OMol25 dataset describes a structure of composition C13H21O3PPdS4 at a distorted geometry. The level of theory is ωB97M-V with the def2-TZVPD basis set.

Results
**Electronic energy**: -76072.4364 eV
**Total charge**: -2

Geometry as XYZ:
```
43
Properties=species:S:1:pos:R:3:forces:R:3:nbo_charge:R:1
Pd -3.126 -0.011 0.497 -5.36 1.80 4.43 0.63
S -3.153 -0.049 2.868 0.30 0.78 0.02 -0.37
S -4.199 -1.510 3.794 -0.70 -0.18 1.05 -0.22
S -5.045 -2.691 2.341 -0.89 -1.39 -0.23 -0.19
S -4.506 -1.939 0.544 -0.86 -1.49 -0.95 -0.69
P -2.054 -0.763 -2.149 0.33 0.10 1.12 1.99
O -3.126 -0.011 -1.415 0.07 0.32 -4.20 -1.03
O -1.211 -0.011 0.497 5.01 0.04 2.19 -0.80
O -0.995 0.925 2.548 2.58 0.32 -2.76 -0.66
C 1.762 -0.381 0.809 0.18 0.54 0.02 0.03
C 5.204 1.249 0.549 0.19 -0.02 -0.15 -0.62
C 0.951 0.717 1.188 0.90 -0.09 -0.28 -0.12
C -2.044 -2.504 -1.774 0.15 -0.76 -0.14 -1.05
C -0.414 -0.179 -1.774 1.27 -0.04 -1.60 -1.08
C 3.138 -0.193 0.587 -0.46 0.55 0.24 -0.24
C 3.731 1.062 0.748 -0.50 -0.22 0.10 -0.04
C -0.536 0.529 1.429 -1.07 0.80 2.70 0.75
C -2.214 -0.651 -3.919 -0.32 0.11 -0.89 -1.01
C 1.175 -1.754 0.617 0.13 -0.31 0.23 -0.64
C 2.934 2.142 1.139 -0.54 -0.63 -0.15 -0.24
C 1.551 1.990 1.344 0.35 -0.34 0.00 0.05
C 0.741 3.190 1.757 -0.01 0.21 -0.11 -0.63
H -1.252 -3.017 -2.326 0.10 0.09 -0.12 0.21
H -3.174 -1.060 -4.244 0.04 0.05 0.09 0.24
H 3.389 3.119 1.282 -0.05 -0.01 -0.04 0.19
H -1.876 -2.665 -0.706 -0.26 0.19 -0.04 0.30
H -0.311 0.876 -2.045 -0.11 -0.01 0.03 0.24
H -3.000 -2.960 -2.045 0.02 0.14 0.21 0.26
H 5.397 2.132 -0.068 0.09 -0.02 0.15 0.20
H 0.339 -0.748 -2.326 -0.02 -0.02 -0.46 0.20
H 5.700 1.373 1.517 0.11 0.06 -0.12 0.20
H -0.205 -0.281 -0.706 -0.40 0.17 -0.89 0.34
H -2.156 0.392 -4.244 -0.02 -0.07 0.13 0.24
H -1.417 -1.209 -4.420 -0.01 0.01 0.15 0.23
H 5.652 0.389 0.040 -0.05 0.07 0.11 0.20
H -0.189 3.252 1.183 -0.03 -0.14 0.36 0.24
H 0.513 -2.019 1.448 -0.16 0.11 -0.27 0.25
H 1.288 4.120 1.567 0.15 -0.12 -0.01 0.18
H 3.748 -1.042 0.290 -0.02 0.03 0.02 0.19
H 1.959 -2.519 0.584 0.07 0.15 -0.04 0.19
H -4.111 1.364 0.497 0.01 -0.43 -0.05 -0.36
H 0.623 -1.801 -0.327 0.05 -0.27 0.42 0.23
H 0.515 3.146 2.827 -0.25 -0.08 -0.24 0.24
```
Positions in Å, forces in eV/Å.

---

# 3
This record from the OMol25 dataset describes a structure of composition C13H22AlCaO at a distorted geometry. The level of theory is ωB97M-V with the def2-TZVPD basis set.

Results
**Electronic energy**: -40910.7153 eV
**Total charge**: +1

Geometry as XYZ:
```
38
Properties=species:S:1:pos:R:3:forces:R:3:nbo_charge:R:1
Ca -1.184 3.167 2.012 0.51 -0.11 -0.48 1.86
Al 1.342 0.161 0.973 0.65 -0.74 -1.05 1.32
O 3.605 0.212 -0.693 0.00 -0.36 0.28 -0.56
C 0.276 0.848 -0.658 0.24 1.06 0.87 -0.95
C -4.225 -1.956 -0.512 -0.65 -1.14 0.22 -0.15
C -3.436 -1.915 -1.625 0.38 -0.41 -0.97 -0.18
C 4.456 -0.928 -0.713 -0.26 -0.36 -0.71 -0.06
C -2.044 1.585 -1.362 -0.43 0.35 0.89 -0.41
C 4.063 -2.081 0.210 0.91 0.39 0.35 -0.65
C -4.285 -0.884 0.338 -0.64 0.27 1.21 -0.21
C 3.276 0.693 0.622 -0.95 0.45 0.28 -0.60
C -0.883 1.809 -0.353 -0.06 -0.70 -1.30 -0.38
C -3.570 0.251 0.067 0.04 0.11 0.14 -0.23
C -2.718 -0.776 -1.911 0.38 -0.06 -0.56 -0.21
C 0.612 0.904 2.744 0.28 0.62 0.10 -1.13
C -2.797 0.299 -1.071 0.80 1.57 0.01 -0.03
H -0.090 0.006 -1.250 -0.13 0.01 0.25 0.24
H -2.761 2.414 -1.245 0.04 -0.07 -0.44 0.19
H 3.273 1.795 0.541 0.39 -0.12 0.11 0.17
H -1.331 1.617 0.671 -0.09 -0.42 -0.33 0.03
H -1.624 1.568 -2.367 -0.05 0.22 0.09 0.25
H -4.907 -0.922 1.227 0.01 -0.10 -0.10 0.22
H 1.114 -1.419 1.006 -0.19 -0.02 0.22 -0.38
H 0.971 1.398 -1.304 0.04 -0.14 0.13 0.24
H 4.401 -1.311 -1.739 0.00 0.27 0.04 0.18
H 3.990 0.397 1.400 0.18 0.13 -0.25 0.18
H -4.807 -2.846 -0.300 0.05 0.08 0.03 0.22
H 3.018 -2.373 0.128 0.06 0.09 -0.04 0.23
H -3.366 -2.751 -2.312 -0.11 -0.05 0.18 0.23
H 1.361 1.506 3.279 -0.19 0.06 -0.05 0.23
H -2.087 -0.708 -2.791 -0.10 -0.11 0.02 0.22
H 5.500 -0.611 -0.567 -0.13 -0.09 0.31 0.16
H 4.714 -2.933 -0.015 -0.19 0.04 -0.11 0.22
H -0.563 2.881 -0.450 0.07 -0.11 0.33 0.16
H -3.620 1.112 0.737 -0.14 -0.01 -0.06 0.15
H 4.311 -1.806 1.241 -0.38 -0.18 0.01 0.20
H 0.326 0.076 3.399 -0.17 0.15 -0.08 0.27
H -0.311 1.521 2.642 -0.19 -0.58 0.48 -0.04
```
Positions in Å, forces in eV/Å.